{"formula": "C5H7N3S", "method": "wB97M-V/def2-TZVPD", "e_lumo_ev": 0.74, "relative_energy_kj_mol": 135.5, "orbital_gap_ev": 8.251, "homo_energy_ev": -7.5106, "smiles": "S=c1[nH]cc[nH]1.C=C=N", "elements": ["C", "C", "C", "C", "C", "N", "N", "N", "S", "H", "H", "H", "H", "H", "H", "H"], "xyz": [[-3.0048, 0.0261, 0.4022], [-2.3867, 1.0334, -0.2273], [-0.9396, -0.7414, -0.2670], [3.1273, 0.3726, -0.1245], [3.0424, -0.7363, 0.6290], [-2.1908, -1.1292, 0.2306], [3.1741, 1.3117, -0.9074], [-1.0730, 0.6495, -0.3880], [0.4426, -1.5466, -0.4395], [-4.0210, -0.0321, 0.7711], [-2.8897, 1.9834, -0.3540], [-2.4190, -2.1311, 0.4348], [2.2310, -0.8779, 1.2267], [3.5646, -1.6335, 0.2189], [3.5643, 2.2202, -0.7216], [-0.2215, 1.2313, -0.4839]], "forces_ev_per_a": [[-0.6, -1.9, -1.3], [-0.5, 0.7, 2.1], [-2.2, 1.8, 1.5], [0.5, -0.7, 0.8], [2.8, 1.1, -3.3], [0.6, -0.2, 0.3], [-1.1, -0.8, 0.3], [1.1, -0.5, -1.4], [0.5, -1.3, -0.6], [0.2, -0.1, -0.2], [0.9, 0.2, -0.1], [0.4, 1.8, -0.2], [-1.9, -0.2, 1.6], [-0.1, 0.9, 0.7], [0.6, -0.1, 0.3], [-1.2, -0.7, -0.3]], "lowdin_charge": [-0.104, -0.127, -0.881, -0.287, -0.114, 0.037, 0.133, 0.028, 0.679, 0.106, 0.112, 0.165, -0.045, 0.077, 0.061, 0.157]}


{"formula": "C4H12NO2", "method": "wB97M-V/def2-TZVPD", "e_lumo_ev": -3.67, "charge": 1, "relative_energy_kj_mol": 82.5, "orbital_gap_ev": 9.825, "homo_energy_ev": -13.4990, "elements": ["O", "C", "O", "C", "H", "H", "H", "H", "C", "N", "C", "H", "H", "H", "H", "H", "H", "H", "H"], "xyz": [[2.0348, 2.1052, 3.2229], [1.2148, 1.7986, 2.4237], [1.5256, 0.9949, 1.3620], [-0.2273, 2.2389, 2.3826], [2.4585, 0.8340, 1.4608], [-0.7289, 1.7996, 1.5231], [-0.2355, 3.3195, 2.2431], [-0.7734, 2.0116, 3.2917], [-0.7946, -0.2929, -1.0260], [-0.0061, -1.5380, -1.3295], [-0.5459, -2.3338, -2.4777], [-0.3743, 0.1314, -0.1166], [-0.6914, 0.3914, -1.8609], [-1.8309, -0.5724, -0.8602], [0.0443, -2.1037, -0.4799], [0.9488, -1.2477, -1.5455], [-1.4997, -2.7544, -2.1758], [0.1571, -3.1235, -2.7210], [-0.6760, -1.6586, -3.3168]], "forces_ev_per_a": [[0.4, 0.2, 0.5], [-0.9, 0.0, -0.2], [-0.8, 0.0, -0.3], [0.1, 0.1, -0.4], [1.0, -0.2, 0.0], [-0.1, 0.0, 0.1], [0.0, 0.0, 0.1], [0.2, -0.1, 0.2], [0.1, -0.2, 0.3], [0.0, 0.3, -0.1], [0.0, 0.0, 0.2], [0.0, 0.1, -0.1], [-0.1, 0.0, 0.0], [0.0, 0.0, -0.1], [0.0, -0.1, -0.1], [0.0, -0.1, 0.1], [0.0, 0.0, 0.0], [0.0, 0.0, 0.0], [0.0, 0.0, -0.1]], "lowdin_charge": [0.142, -0.563, 0.059, 0.025, 0.106, 0.058, 0.101, 0.097, 0.017, -0.038, 0.013, 0.072, 0.113, 0.111, 0.182, 0.179, 0.109, 0.108, 0.109]}


{"formula": "C5H5CaFO4", "method": "wB97M-V/def2-TZVPD", "e_lumo_ev": [-5.58, -6.78], "multiplicity": 2, "charge": 1, "orbital_gap_ev": [7.787, 6.581], "homo_energy_ev": [-13.3647, -13.3612], "elements": ["C", "C", "O", "C", "O", "O", "O", "F", "H", "Ca", "H", "C", "C", "H", "H", "H"], "xyz": [[0.0531, 1.3993, 0.2739], [0.2192, 1.8922, 1.7126], [-1.0877, 1.9777, 2.2310], [-1.9750, 1.5201, 1.3363], [-1.3599, 1.0933, 0.2319], [-3.1441, 1.3923, 1.5587], [0.7557, 0.4193, -0.1936], [0.1900, 2.4958, -0.5867], [0.7399, 2.8497, 1.7969], [2.5379, -0.5280, -0.1805], [1.0692, 1.1794, 2.3700], [3.1943, -1.3665, 2.5625], [3.0521, -0.0976, 2.1973], [2.3453, -2.0583, 2.6131], [4.1929, -1.7812, 2.7608], [3.8010, 0.7033, 2.2011]], "forces_ev_per_a": [[-2.1, 1.3, -0.5], [2.6, -1.0, 1.8], [1.4, 0.3, 0.7], [-2.1, -1.2, 0.4], [1.0, 0.0, -0.6], [1.2, 0.5, -0.3], [1.4, -1.1, 0.2], [0.2, -0.2, 0.4], [-0.5, 0.1, -0.3], [-0.6, 0.0, -0.9], [-2.8, 1.2, -1.5], [-0.4, 0.5, -0.5], [1.1, -0.7, 0.9], [0.2, 0.1, 0.2], [-0.3, 0.1, 0.1], [-0.4, 0.0, 0.1]], "lowdin_charge": [-0.653, -0.047, 0.101, -0.555, 0.170, 0.188, -0.310, 0.065, 0.136, 1.619, 0.163, -0.058, -0.088, 0.091, 0.099, 0.079]}


{"formula": "C3H3FS", "method": "wB97M-V/def2-TZVPD", "e_lumo_ev": -1.68, "relative_energy_kj_mol": 168.2, "orbital_gap_ev": 7.402, "homo_energy_ev": -9.0775, "smiles": "C=C(F)C=S", "elements": ["C", "C", "C", "H", "H", "H", "F", "S"], "xyz": [[0.0663, -0.1613, 0.3679], [0.7761, 0.9963, 0.2905], [-0.7216, -0.8015, -0.5219], [1.3887, 1.3592, 1.2084], [0.3722, 1.7054, -0.6621], [-0.6930, 0.0649, -1.3181], [0.1310, -0.7912, 1.5147], [-1.3197, -2.3718, -0.8793]], "forces_ev_per_a": [[2.5, 1.6, 3.7], [-2.0, 1.8, -1.7], [-2.2, -1.1, -6.7], [-1.1, -0.6, -2.1], [2.0, -1.9, 2.9], [-1.1, -2.1, 0.3], [0.7, -1.2, 2.3], [1.3, 3.5, 1.3]], "lowdin_charge": [-0.570, 0.116, -0.589, 0.112, 0.145, 0.092, 0.056, 0.638]}